1.
A cluster of 2 separate species, C34H43N3P in total in a non-equilibrium geometry, computed with the ωB97M-V functional and the def2-TZVPD basis.

The geometry in ORCA input format:
```
! RIJCOSX wB97M-V def2-TZVPD def2/J DEFGRID3
* xyz 1 1
C 2.218 -3.463 5.517
C 1.310 -2.715 4.593
C 0.335 -1.887 5.155
C -0.577 -1.208 4.353
C -1.650 -0.371 4.996
C -0.462 -1.333 2.956
N -1.400 -0.612 2.161
P -1.864 0.997 2.585
H 0.964 0.670 -1.525
N -2.819 1.024 1.153
C -3.510 2.219 0.781
C -3.624 2.599 -0.566
C -2.902 1.951 -1.716
C -4.411 3.718 -0.857
C -5.128 4.411 0.121
C -6.017 5.579 -0.191
C -4.957 4.031 1.453
C -4.155 2.949 1.803
C -4.120 2.522 3.240
C -2.962 -0.223 0.557
C -2.179 -1.155 1.150
C 0.531 -2.129 2.353
C 0.726 -2.254 0.863
C 1.420 -2.795 3.203
H 2.960 -4.054 4.978
H 2.755 -2.775 6.181
H 1.620 -4.132 6.146
H 0.298 -1.825 6.244
H -2.612 -0.469 4.464
H -1.804 -0.676 6.038
H -1.368 0.693 5.074
H -3.213 2.477 -2.630
H -1.807 2.042 -1.652
H -3.136 0.895 -1.898
H -4.480 4.020 -1.900
H -6.439 5.951 0.748
H -5.496 6.413 -0.672
H -6.824 5.309 -0.879
H -5.528 4.599 2.190
H -4.956 2.973 3.784
H -4.321 1.446 3.337
H -3.177 2.814 3.746
H -3.540 -0.368 -0.333
H -2.044 -2.160 0.789
H 1.602 -2.898 0.684
H -0.109 -2.737 0.336
H 0.895 -1.298 0.341
H 2.190 -3.414 2.747
C 4.057 -4.758 -3.881
C 2.545 -4.742 -4.132
C 1.762 -4.036 -3.032
N 2.404 -2.772 -2.698
C 1.721 -1.639 -2.564
C 2.296 -0.425 -2.236
C 1.495 0.791 -2.421
C 2.060 2.177 -2.272
C 1.588 3.224 -3.061
C 2.280 4.435 -3.087
C 3.358 4.622 -2.205
C 3.669 3.652 -1.234
C 2.943 2.450 -1.224
C 3.810 -2.740 -2.400
C 4.646 -3.429 -3.451
H 4.274 -5.477 -3.087
H 4.590 -5.086 -4.775
H 2.348 -4.231 -5.081
H 2.187 -5.770 -4.244
H 0.735 -3.850 -3.370
H 1.717 -4.679 -2.138
H 0.646 -1.689 -2.773
H 3.296 -0.407 -1.776
H 0.759 0.682 -3.238
H 0.672 3.074 -3.622
H 1.968 5.230 -3.768
H 3.948 5.549 -2.264
H 4.443 3.842 -0.481
H 3.025 1.768 -0.379
H 4.164 -1.710 -2.391
H 3.968 -3.146 -1.389
H 5.649 -3.527 -3.030
H 4.742 -2.737 -4.293
*
```

Results
Highest occupied orbital energy = -0.3222 Eh
E = -1826.73483 a.u.
Orbital gap = 0.1749 Eh

2.
A structure of composition C44H52AsBrN7O4Y in a non-equilibrium geometry, computed with the ωB97M-V functional and the def2-TZVPD basis.

The geometry in ORCA input format:
```
! RIJCOSX wB97M-V def2-TZVPD def2/J DEFGRID3
* xyz 2 1
Y -1.526 -0.184 0.823
C -4.002 1.759 2.759
O -3.157 1.730 1.603
C -3.286 2.842 0.775
C -4.332 3.737 0.793
C -4.305 4.794 -0.119
Br -5.740 6.006 -0.129
C -3.253 4.972 -0.999
C -2.187 4.072 -0.999
C -2.243 3.006 -0.127
O -1.305 2.000 -0.044
C -1.018 4.218 -1.885
N -1.049 4.299 -3.177
C 0.289 4.398 -3.557
C 0.840 4.525 -4.832
C 2.213 4.609 -4.927
C 3.034 4.563 -3.786
C 2.504 4.435 -2.516
C 1.117 4.357 -2.433
N 0.256 4.221 -1.354
H -3.898 2.711 3.278
H -3.651 0.967 3.415
H -5.048 1.604 2.486
H -5.164 3.637 1.475
H -3.241 5.803 -1.689
H -0.526 2.080 -0.655
H 0.207 4.562 -5.707
H 2.677 4.716 -5.898
H 4.106 4.639 -3.906
H 3.138 4.405 -1.639
H 0.475 4.439 -0.395
N -3.746 -1.328 1.348
C -3.565 -1.893 2.720
C -4.627 -2.905 3.134
C -4.290 -3.769 4.357
C -3.801 -2.997 5.588
N -2.408 -2.535 5.460
C -1.339 -3.332 5.447
N -1.414 -4.575 5.910
N -0.184 -2.849 4.986
C -2.122 -2.406 2.673
O -1.858 -3.584 2.583
O -1.252 -1.423 2.646
H -4.592 -0.768 1.307
H -3.899 -2.103 0.702
H -3.576 -1.036 3.400
H -4.850 -3.562 2.291
H -5.547 -2.347 3.339
H -3.533 -4.503 4.078
H -5.183 -4.329 4.634
H -3.895 -3.590 6.498
H -4.398 -2.103 5.771
H -2.232 -1.565 5.256
H -2.246 -4.918 6.358
H -0.646 -5.215 5.801
H -0.235 -2.138 4.264
H 0.624 -3.448 4.955
C 5.946 1.090 3.057
C 4.814 0.965 2.080
C 3.500 0.830 2.497
C 2.448 0.705 1.593
C 1.078 0.563 2.212
C 2.707 0.693 0.217
As 1.312 0.578 -1.156
N 0.056 -0.643 -0.410
C -0.707 -1.461 -1.266
C -1.291 -2.608 -0.698
C -2.162 -3.414 -1.443
C -2.468 -3.087 -2.744
C -1.917 -1.934 -3.310
C -1.069 -1.122 -2.589
C 2.060 -0.613 -2.492
C 2.570 -1.873 -2.169
C 2.652 -2.441 -0.775
C 3.067 -2.671 -3.199
C 3.069 -2.258 -4.519
C 3.614 -3.133 -5.611
C 2.551 -0.999 -4.814
C 2.050 -0.166 -3.827
C 1.547 1.195 -4.229
C 4.024 0.916 -0.225
C 4.420 1.085 -1.671
C 5.044 1.025 0.714
H 5.599 1.003 4.086
H 6.447 2.053 2.951
H 6.695 0.316 2.886
H 3.282 0.834 3.559
H 1.079 0.947 3.232
H 0.770 -0.483 2.243
H 0.327 1.175 1.682
H -0.965 -2.940 0.285
H -2.556 -4.318 -0.995
H -3.118 -3.722 -3.330
H -2.164 -1.669 -4.330
H -0.675 -0.226 -3.050
H 2.130 -1.847 -0.031
H 3.697 -2.525 -0.468
H 2.228 -3.447 -0.761
H 3.467 -3.649 -2.951
H 3.988 -4.076 -5.217
H 4.432 -2.636 -6.134
H 2.845 -3.355 -6.352
H 2.544 -0.657 -5.843
H 1.575 1.301 -5.312
H 2.156 1.998 -3.809
H 0.521 1.394 -3.907
H 3.665 1.599 -2.267
H 4.626 0.130 -2.155
H 5.323 1.693 -1.722
H 6.055 1.183 0.355
*
```

Results
Energy above the lowest of the compared OMol25 structures with the same formula, charge and spin = 21.4 kcal/mol
Highest occupied orbital energy = -0.4463 Eh
E = -7239.97595 a.u.
Orbital gap = 0.2761 Eh

3.
A structure of composition C18H33LaN5O6 in a non-equilibrium geometry, computed with the ωB97M-V functional and the def2-TZVPD basis.

The geometry in ORCA input format:
```
! RIJCOSX wB97M-V def2-TZVPD def2/J DEFGRID3
* xyz 1 1
O -0.162 -1.635 -6.082
H 0.481 -1.618 -6.810
La 0.180 -0.792 -1.071
N -0.763 -2.178 0.466
N -1.710 -1.164 -2.051
N 1.964 -0.399 0.284
N 1.377 0.469 -2.344
O -0.126 -2.517 1.608
O 2.132 -0.858 1.652
O 0.822 0.843 -3.618
O -1.857 -0.265 -3.022
C -2.514 -1.763 -1.195
C -2.046 -2.300 0.111
C 2.697 0.568 -0.269
C 2.321 1.082 -1.650
C -2.882 -3.038 1.078
H -2.828 -2.492 2.017
H -2.420 -4.016 1.199
H -3.891 -3.111 0.711
C -3.867 -1.866 -1.786
H -3.734 -2.290 -2.780
H -4.236 -0.850 -1.881
H -4.477 -2.481 -1.155
C 3.863 1.122 0.447
C 3.057 2.163 -2.323
H 4.183 0.396 1.187
H 3.548 2.049 0.919
H 4.639 1.296 -0.292
H 2.403 2.601 -3.069
H 3.920 1.707 -2.797
H 3.332 2.871 -1.557
H 1.376 -1.535 1.751
H 0.139 0.139 -3.818
C 0.452 -2.376 -5.028
H -0.318 -2.651 -4.288
H 1.259 -1.786 -4.553
H 0.890 -3.312 -5.450
O 1.551 -2.964 -1.091
H 2.049 -2.204 -0.707
H 0.741 -3.074 -0.530
C 0.438 2.174 4.359
N 0.618 0.933 3.577
C 1.025 -0.178 4.485
C -0.603 0.508 2.724
C -1.017 1.507 1.675
C -1.686 2.681 2.072
C -2.166 3.577 1.116
C -2.001 3.313 -0.242
C -1.344 2.136 -0.646
C -0.861 1.245 0.302
H -0.437 2.045 5.016
H 0.301 3.039 3.696
H 1.334 2.329 4.987
H 1.380 1.084 2.905
H 0.209 -0.337 5.211
H 1.189 -1.100 3.906
H 1.953 0.105 5.012
H -0.331 -0.460 2.284
H -1.405 0.340 3.453
H -1.837 2.858 3.127
H -2.677 4.480 1.463
H -2.382 4.014 -0.980
H -1.243 1.939 -1.714
*
```

Results
Energy above the lowest of the compared OMol25 structures with the same formula, charge and spin = 110.7 kcal/mol
Highest occupied orbital energy (spin up / spin down) = -0.3723 / -0.3723 Eh
E = -1461.84564 a.u.
Orbital gap (spin up / spin down) = 0.2062 / 0.2062 Eh

4.
A structure of composition C40H51F6N7O2OsPS in a non-equilibrium geometry, computed with the ωB97M-V functional and the def2-TZVPD basis.

The geometry in ORCA input format:
```
! RIJCOSX wB97M-V def2-TZVPD def2/J DEFGRID3
* xyz 2 6
Os -0.459 -0.285 0.228
C -0.791 2.494 -2.814
C -0.305 3.665 -1.939
C -0.169 4.913 -2.811
C -1.151 3.880 -0.674
C -1.862 5.062 -0.500
C -2.589 5.312 0.652
C -2.629 4.368 1.661
C -1.936 3.169 1.553
C -1.881 2.267 2.768
C -0.971 2.882 3.844
C -3.275 1.998 3.335
C -1.180 2.926 0.395
N -0.253 1.822 0.321
C 1.062 2.238 0.358
O 1.483 3.301 0.777
C 2.016 1.205 -0.118
C 3.339 1.435 -0.408
C 4.122 0.362 -0.826
C 3.545 -0.894 -0.934
C 2.212 -1.038 -0.619
N 1.476 -0.007 -0.221
C 1.426 -2.289 -0.790
O 1.949 -3.279 -1.222
N 0.091 -2.108 -0.469
C -0.822 -3.178 -0.807
C -0.818 -4.371 -0.079
C -1.679 -5.374 -0.493
C -2.515 -5.199 -1.584
C -2.497 -4.012 -2.290
C -1.662 -2.977 -1.912
C -1.610 -1.689 -2.729
C -2.951 -1.306 -3.357
C -0.522 -1.786 -3.805
C 0.077 -4.601 1.147
C -0.707 -5.092 2.376
C 1.196 -5.616 0.859
H -0.124 2.376 -3.671
H -1.794 2.686 -3.197
H -0.817 1.549 -2.270
H 0.706 3.431 -1.611
H -1.119 5.185 -3.289
H 0.547 4.713 -3.611
H 0.198 5.770 -2.244
H -1.821 5.829 -1.264
H -3.099 6.262 0.776
H -3.171 4.587 2.577
H -1.440 1.322 2.471
H -1.437 3.767 4.279
H -0.004 3.186 3.430
H -0.801 2.166 4.661
H -3.696 2.908 3.772
H -3.229 1.246 4.126
H -3.950 1.631 2.566
H 3.730 2.442 -0.318
H 5.168 0.509 -1.065
H 4.093 -1.769 -1.267
H -1.697 -6.315 0.048
H -3.192 -5.992 -1.880
H -3.143 -3.895 -3.155
H -1.332 -0.872 -2.053
H -3.208 -1.977 -4.179
H -2.886 -0.294 -3.772
H -3.759 -1.329 -2.622
H -0.774 -2.583 -4.508
H 0.457 -2.022 -3.380
H -0.442 -0.846 -4.364
H 0.545 -3.642 1.408
H -1.056 -6.116 2.238
H -1.579 -4.470 2.584
H -0.049 -5.092 3.256
H 0.760 -6.577 0.576
H 1.806 -5.771 1.756
H 1.837 -5.290 0.051
C -6.361 2.462 0.517
N -5.913 3.342 -0.554
C -6.711 4.522 -0.941
C -5.904 5.134 -2.103
N -4.773 4.202 -2.198
C -4.828 3.226 -1.300
S -3.659 1.962 -1.193
H -7.324 2.021 0.256
H -6.478 3.036 1.437
H -5.641 1.669 0.669
H -6.796 5.195 -0.087
H -7.715 4.218 -1.232
H -5.562 6.143 -1.886
H -6.466 5.148 -3.031
H -4.023 4.290 -2.861
N 1.728 0.670 3.361
C 0.881 -0.261 3.696
C 0.852 -0.698 5.077
C -0.044 -1.663 5.448
C -0.880 -2.180 4.463
C -0.782 -1.693 3.113
N 0.064 -0.777 2.728
H 2.311 1.101 4.073
H 1.670 1.146 2.458
H 1.527 -0.241 5.795
H -0.100 -2.006 6.474
H -1.613 -2.948 4.692
H -1.434 -2.102 2.345
F -2.479 -0.515 0.678
P -4.048 -1.609 1.009
F -3.727 -1.285 2.541
F -4.822 -0.232 0.908
F -4.100 -1.750 -0.554
F -5.302 -2.473 1.307
F -3.008 -2.804 1.111
*
```

Results
<S²> = 8.80
Highest occupied orbital energy (spin up / spin down) = -0.4710 / -0.4707 Eh
E = -3517.68392 a.u.
Orbital gap (spin up / spin down) = 0.2663 / 0.1351 Eh